1.
Entry from OMol25: C38H17F15GeO2PPdS as an isolated structure (the ωB97M-V functional and the def2-TZVPD basis).

Structure (XYZ):
```
76
Properties=species:S:1:pos:R:3:forces:R:3:mulliken_spin:R:1
Pd -0.892 -1.366 -0.463 -0.93 -0.89 0.89 1.116
C 6.591 -2.664 1.062 -0.11 -0.04 -0.01 0.035
C 5.926 -1.898 0.116 0.07 0.06 -0.06 -0.006
C 4.587 -2.116 -0.152 -0.11 0.00 0.06 0.022
C 3.899 -3.085 0.581 -0.39 -0.37 -0.14 0.061
C 4.568 -3.868 1.523 -0.08 0.02 -0.03 0.029
C 5.909 -3.646 1.767 0.06 -0.02 0.00 -0.011
P 2.160 -3.440 0.239 -0.52 1.37 0.27 0.544
C 1.627 -2.524 -1.238 0.04 -0.32 0.11 0.113
C 1.241 -1.167 -1.114 1.10 0.19 -0.40 -0.052
C 0.887 -0.474 -2.288 0.35 0.00 0.26 0.075
C 0.852 -1.129 -3.515 0.05 -0.14 0.00 -0.013
C 1.233 -2.459 -3.615 -0.09 0.31 0.09 0.064
C 1.615 -3.153 -2.475 0.10 -0.07 0.38 -0.018
C 1.022 -3.004 1.553 0.43 -0.57 -0.65 0.030
C 1.372 -3.198 2.903 0.06 0.05 0.23 0.048
C 0.391 -3.204 3.866 0.34 -0.02 0.13 -0.026
C -0.953 -3.096 3.506 -0.15 -0.03 -0.41 0.113
C -1.305 -2.870 2.181 -0.01 -0.26 0.16 -0.061
C -0.325 -2.786 1.205 -0.26 0.59 -0.66 0.633
H 7.647 -2.514 1.230 0.05 0.05 0.06 0.001
H 6.456 -1.132 -0.429 0.06 0.04 -0.06 0.001
H 4.086 -1.537 -0.915 -0.03 0.03 0.00 0.005
H 4.041 -4.662 2.034 0.02 -0.06 0.08 -0.005
H 6.428 -4.258 2.487 0.07 -0.06 0.09 0.000
H 1.507 -0.632 -0.199 -0.20 -0.07 -0.19 -0.012
H 0.711 0.594 -2.243 -0.13 -0.13 0.05 0.022
H 0.545 -0.592 -4.400 0.02 0.07 -0.02 0.001
H 1.247 -2.959 -4.572 -0.08 0.00 -0.05 0.002
H 1.911 -4.189 -2.548 -0.01 -0.09 -0.04 0.001
H 2.413 -3.311 3.171 0.02 -0.07 0.11 0.000
H 0.663 -3.304 4.907 0.01 -0.06 0.04 0.001
H -1.732 -3.176 4.250 0.01 0.06 0.14 0.006
H -2.349 -2.738 1.914 0.05 0.00 0.00 0.007
F -1.994 0.459 -1.978 -0.54 0.51 -0.49 0.059
C -2.936 1.447 -1.943 0.08 0.02 0.15 -0.040
C -2.838 2.382 -0.929 0.25 -0.45 0.49 0.016
C -3.768 3.408 -0.908 0.08 -0.21 -0.14 -0.003
F -3.684 4.329 0.056 -0.30 0.17 -0.23 0.002
C -4.779 3.498 -1.861 0.14 -0.20 0.07 0.000
F -5.654 4.493 -1.821 0.01 -0.07 -0.03 0.000
C -4.878 2.515 -2.848 0.28 0.01 0.22 0.002
F -5.859 2.560 -3.736 0.16 0.03 0.08 0.000
C -3.936 1.485 -2.902 0.14 0.02 0.16 0.003
F -4.002 0.556 -3.854 -0.05 0.09 0.06 0.001
Ge -1.517 2.059 0.535 0.27 1.62 -0.75 -0.046
S -1.747 0.036 1.314 0.30 -0.56 -0.23 0.899
C -1.824 3.349 1.999 0.09 -0.43 -0.26 0.017
C -0.905 4.293 2.410 -0.08 -0.07 0.04 -0.009
F 0.274 4.350 1.771 0.03 0.35 0.34 -0.001
C -1.182 5.167 3.455 -0.04 -0.10 -0.11 0.001
F -0.285 6.069 3.842 -0.11 -0.07 -0.02 0.000
C -2.418 5.087 4.097 0.16 -0.12 -0.21 0.001
F -2.691 5.921 5.091 0.00 -0.14 -0.12 0.000
C -3.361 4.139 3.699 0.15 -0.08 -0.16 0.000
F -4.532 4.059 4.317 0.00 0.04 0.00 0.000
C -3.043 3.291 2.649 0.29 0.14 0.04 -0.017
F -3.915 2.381 2.195 -0.36 0.06 0.30 0.001
C 0.348 2.306 -0.174 -0.51 -0.24 0.22 -0.012
C 1.419 1.802 0.544 -0.11 0.10 -0.23 0.007
F 1.153 1.161 1.694 0.35 -0.01 0.06 0.016
C 2.729 1.907 0.094 -0.22 -0.04 -0.02 0.005
F 3.737 1.343 0.763 -0.12 0.13 -0.06 0.000
C 2.972 2.571 -1.107 -0.21 0.00 0.07 -0.001
F 4.214 2.669 -1.559 -0.11 0.00 0.02 0.000
C 1.916 3.111 -1.841 -0.10 -0.12 0.13 0.002
F 2.156 3.723 -2.995 -0.01 -0.03 0.09 0.000
C 0.617 2.955 -1.366 0.03 -0.07 0.21 0.002
F -0.420 3.411 -2.078 0.35 0.21 -0.26 0.001
C -3.829 -2.881 -2.821 0.11 0.09 0.18 0.006
C -2.718 -2.429 -1.913 -0.47 -0.49 -0.72 -0.015
O -1.522 -2.486 -2.294 0.52 0.00 -0.08 0.157
O -2.993 -1.965 -0.779 -0.21 0.38 0.86 0.215
H -3.714 -2.389 -3.784 -0.02 0.02 -0.06 0.002
H -4.786 -2.627 -2.376 -0.08 -0.02 -0.04 0.002
H -3.775 -3.955 -2.985 0.07 -0.04 0.03 0.003
```
Positions in Å, forces in eV/Å.

Output
* calculated total energy: -164647.044 eV
* total charge: +1
* orbital gap (alpha / beta): 8.13 / 5.76 eV
* ΔE to the lowest compared entry with this formula, charge and spin: 0.3385 eV
* spin multiplicity: 5

***

2.
Entry from OMol25: a 2-piece molecular cluster, C5H13NO overall (the ωB97M-V functional and the def2-TZVPD basis).

Structure (XYZ):
```
20
Properties=species:S:1:pos:R:3:forces:R:3:mulliken_spin:R:1
C 1.993 -1.892 1.203 -0.56 1.84 0.76 0.002
C 1.605 -0.765 0.213 -0.24 -0.70 -1.20 -0.001
C 0.540 -1.137 -0.870 0.18 2.13 0.21 0.052
C -0.827 -0.468 -0.507 0.46 -0.57 1.39 0.068
C -1.757 1.275 -1.825 0.27 1.60 0.79 0.012
N -0.948 0.955 -0.913 -1.23 -1.89 -1.25 0.709
H 1.408 -2.802 1.120 0.51 -0.33 -0.53 -0.001
H 3.074 -1.909 1.119 -0.02 -1.14 0.18 0.001
H 1.784 -1.557 2.224 0.11 0.01 -0.02 -0.001
H 1.320 0.198 0.647 -0.03 -0.22 0.35 0.005
H 2.506 -0.535 -0.344 0.16 0.12 -0.14 0.002
H 0.830 -0.623 -1.796 0.09 -0.70 -0.10 -0.004
H 0.364 -2.195 -1.038 0.01 -0.05 0.04 0.018
H -0.828 -0.418 0.590 -0.12 -0.08 -0.05 0.017
H -1.731 -1.011 -0.780 0.09 0.17 -0.34 -0.006
H -2.413 2.140 -1.658 0.20 0.11 -0.15 0.057
H -1.816 0.781 -2.789 0.12 -0.43 -0.18 0.061
H -0.971 1.608 1.172 -0.19 0.04 -0.56 -0.001
H -0.790 1.273 2.609 0.01 -0.06 0.55 0.000
O -0.711 2.002 1.994 0.18 0.15 0.24 0.010
```
Positions in Å, forces in eV/Å.

Output
* calculated total energy: -8922.314 eV
* total charge: +1
* orbital gap (alpha / beta): 8.86 / 6.35 eV
* ΔE to the lowest compared entry with this formula, charge and spin: 3.4368 eV
* spin multiplicity: 2

***

3.
Entry from OMol25: a 2-piece molecular cluster, C5H10N2O overall (the ωB97M-V functional and the def2-TZVPD basis).

Structure (XYZ):
```
18
Properties=species:S:1:pos:R:3:forces:R:3:mulliken_charge:R:1
C 0.686 0.898 0.802 -0.67 -1.16 -0.13 -0.091
C -0.301 1.439 -0.164 -0.54 -0.44 -0.34 -0.825
C -0.557 -0.871 1.268 0.78 0.25 0.87 -1.322
C -1.212 0.232 -0.513 -0.35 1.97 -0.52 0.482
N 1.882 0.503 0.343 0.18 -0.15 -0.20 -0.391
C -0.580 -0.776 -1.419 0.47 -0.89 0.47 -0.022
N 0.610 -0.679 -1.869 -0.48 0.27 -0.15 -0.637
O -2.440 0.327 -0.434 1.03 -0.49 0.10 -0.669
H 0.661 1.254 1.827 -0.09 -0.29 -0.03 0.406
H 1.859 0.119 -0.612 0.03 0.23 0.33 0.272
H 2.509 0.044 0.988 -0.06 0.12 -0.03 0.293
H 0.855 -1.451 -2.486 -0.14 -0.04 0.11 0.219
H -0.937 2.186 0.304 0.03 0.08 -0.09 0.319
H 0.179 1.827 -1.064 -0.02 0.15 0.03 0.409
H -1.231 -1.638 -1.591 -0.03 0.11 -0.28 0.421
H -1.161 -0.350 2.010 -0.02 -0.13 0.14 0.352
H -1.136 -1.712 0.892 -0.23 0.23 -0.51 0.405
H 0.314 -1.351 1.717 0.13 0.19 0.24 0.378
```
Positions in Å, forces in eV/Å.

Output
* calculated total energy: -10371.468 eV
* total charge: 0
* orbital gap (alpha / beta): 8.48 / 8.48 eV
* ΔE to the lowest compared entry with this formula, charge and spin: 3.8367 eV
* spin multiplicity: 1

***

4.
Entry from OMol25: a 2-piece molecular cluster, C3H6Cl4OS overall (the ωB97M-V functional and the def2-TZVPD basis).

Structure (XYZ):
```
15
Properties=species:S:1:pos:R:3:forces:R:3:mulliken_charge:R:1
C 0.818 -0.941 1.776 -0.05 0.16 -0.51 -0.720
S 1.904 -1.344 0.369 -0.12 -0.37 0.65 0.526
O 2.687 -2.548 0.796 -0.27 0.49 -0.29 -0.619
C 0.630 -1.968 -0.756 -0.47 0.30 -0.57 -0.917
H 0.151 -1.778 1.975 0.11 -0.07 0.11 0.292
H 0.235 -0.052 1.529 -0.02 -0.04 -0.06 0.177
H 1.452 -0.706 2.625 0.09 -0.17 0.03 0.314
H 0.964 -1.784 -1.779 0.35 -0.42 0.08 0.321
H -0.349 -1.477 -0.746 0.20 0.18 0.62 0.301
H 0.497 -3.027 -0.545 0.16 -0.04 -0.04 0.351
C -1.824 3.126 -1.036 0.77 0.01 -0.40 0.327
Cl -1.123 4.656 -0.481 -0.09 -0.04 -0.24 -0.095
Cl -3.416 2.956 -0.360 -0.19 -0.32 0.28 -0.088
Cl -1.941 3.063 -2.811 0.03 0.24 0.22 -0.099
Cl -0.686 1.824 -0.555 -0.50 0.11 0.12 -0.072
```
Positions in Å, forces in eV/Å.

Output
* calculated total energy: -66179.304 eV
* total charge: 0
* orbital gap: 9.07 eV
* spin multiplicity: 1

***

5.
Entry from OMol25: a 2-piece molecular cluster, C9H12NS2 overall (the ωB97M-V functional and the def2-TZVPD basis).

Structure (XYZ):
```
24
Properties=species:S:1:pos:R:3:forces:R:3:mulliken_charge:R:1
N -2.136 -0.298 0.000 0.90 0.23 0.00 -0.495
C -2.462 -1.592 0.000 -1.04 0.41 0.00 -0.119
C -3.796 -2.007 0.000 0.74 -0.30 0.00 -0.646
C -4.797 -1.054 0.000 -0.22 -0.06 0.00 -0.105
C -4.447 0.282 0.000 0.68 0.68 0.00 -0.629
C -3.089 0.632 0.000 -0.90 -1.08 0.00 -0.132
H -1.652 -2.309 0.000 0.05 -0.04 0.00 0.409
H -4.011 -3.067 0.000 -0.10 0.06 0.00 0.356
H -5.842 -1.351 0.000 0.15 0.04 0.00 0.391
H -5.185 1.072 0.000 -0.10 -0.08 0.00 0.360
H -2.780 1.664 0.000 0.07 0.19 0.00 0.419
C 4.213 0.280 0.000 -0.34 -0.58 0.00 -0.415
C 3.509 0.790 1.238 -0.07 0.36 0.78 -0.689
S 1.715 0.492 1.517 -0.21 -0.13 -0.97 0.092
C 0.979 0.447 0.000 1.47 -0.32 -0.01 0.460
S 1.715 0.492 -1.517 -0.22 -0.13 0.99 0.092
C 3.509 0.790 -1.238 -0.08 0.36 -0.79 -0.690
H 5.208 0.743 0.000 -0.16 -0.12 0.00 0.309
H 4.384 -0.805 0.000 -0.33 0.25 0.00 0.314
H 3.945 0.401 2.173 -0.09 0.19 -0.41 0.392
H 3.589 1.881 1.244 0.05 -0.11 0.23 0.390
H -0.104 0.234 0.001 -0.22 0.09 0.00 0.151
H 3.589 1.881 -1.244 0.05 -0.11 -0.23 0.391
H 3.945 0.401 -2.174 -0.09 0.19 0.41 0.393
```
Positions in Å, forces in eV/Å.

Output
* calculated total energy: -32681.099 eV
* total charge: +1
* orbital gap: 7.45 eV
* ΔE to the lowest compared entry with this formula, charge and spin: 0.0000 eV
* spin multiplicity: 1

***

6.
Entry from OMol25: C4H11N2OPS in the gas phase (the ωB97M-V functional and the def2-TZVPD basis).

Structure (XYZ):
```
20
Properties=species:S:1:pos:R:3:forces:R:3:mulliken_charge:R:1
C 2.021 0.086 -0.770 2.31 -2.31 -0.26 -0.922
N 0.889 -0.604 -0.167 -1.14 1.25 0.83 -0.005
C 1.212 -1.960 0.227 1.79 -0.14 -4.26 -1.041
P 0.352 0.347 1.187 -0.51 -1.26 0.17 0.700
O 1.390 0.748 2.130 0.94 -0.07 0.26 -0.704
N -0.531 1.652 0.665 -0.38 -0.74 0.11 -0.432
C -1.895 1.305 0.236 2.21 -1.08 0.59 -0.566
C -2.396 0.554 1.439 -2.42 -1.70 -0.35 -0.516
S -1.256 -0.782 1.993 0.38 0.68 -0.77 -0.228
H 1.736 1.042 -1.101 -0.36 1.22 -0.73 0.300
H 2.835 0.227 -0.006 -0.45 -0.12 -0.68 0.386
H 2.493 -0.539 -1.651 -1.17 1.22 1.58 0.276
H 0.484 -2.402 0.782 -2.06 -1.04 1.75 0.409
H 1.280 -2.612 -0.760 0.15 1.23 1.90 0.252
H 2.156 -1.924 0.719 0.89 -0.62 0.57 0.384
H -0.008 2.084 -0.044 0.74 1.22 -1.10 0.309
H -1.853 0.770 -0.701 -0.31 -0.77 -0.14 0.304
H -2.357 2.209 0.029 -1.49 1.69 0.02 0.406
H -2.497 1.200 2.298 -0.31 0.35 0.00 0.328
H -3.374 0.007 1.204 1.19 0.98 0.50 0.361
```
Positions in Å, forces in eV/Å.

Output
* calculated total energy: -29479.077 eV
* total charge: 0
* orbital gap: 9.88 eV
* SMILES: CN(C)[P@@]1(=O)NCCS1
* ΔE to the lowest compared entry with this formula, charge and spin: 0.0000 eV
* spin multiplicity: 1